(1)
A cluster of 3 separate species, CH8NO2 in total in a non-equilibrium geometry, computed with ωB97M-V with the def2-TZVPD basis set.

Last column: natural (NBO) charge in e.
Cartesian coordinates (Å):
C  -0.74538  -1.80590  -0.39122  0.24
N  -0.32753  -0.57725  -0.15177  -0.74
H  -0.68101  -2.14315  -1.43761  0.20
H  -0.64424  -2.52109  0.42769  0.23
H  -0.83962  0.12368  0.45507  0.47
H  0.69881  -0.40566  -0.39028  0.49
H  -1.83380  2.19262  0.74765  0.50
H  -1.37689  1.82053  2.11412  0.51
O  -1.33957  1.49796  1.20192  -0.95
H  2.81662  0.00173  -0.66398  0.50
H  2.28725  1.35421  -1.06063  0.52
O  1.98535  0.46231  -0.85096  -0.95

Calculated values
HOMO-LUMO gap	9.09	eV
molecular weight	66.1	g mol⁻¹
net charge	+1
LUMO level	-6.344	eV
energy above the lowest of the compared OMol25 structures with the same formula, charge and spin	62.4	kcal per mole

=====

(2)
A structure of composition C6H10 in a non-equilibrium geometry, computed with ωB97M-V with the def2-TZVPD basis set.

Last column: natural (NBO) charge in e.
Cartesian coordinates (Å):
C  1.93056  -0.24899  0.60620  -0.64
C  0.64908  -0.96909  0.13589  -0.19
C  -1.25546  -0.78799  -0.26866  -0.09
C  -1.66467  0.46841  0.43739  -0.45
C  -0.50301  1.11708  -0.35399  -0.37
C  -0.05541  -0.27829  -0.94139  -0.32
H  1.80830  0.67167  1.18089  0.21
H  2.46635  0.06349  -0.31358  0.21
H  2.63694  -0.88642  1.15249  0.22
H  0.61203  -2.01904  0.36543  0.21
H  -1.97801  -1.43632  -0.78871  0.21
H  -2.66094  0.86867  0.20113  0.20
H  -1.58495  0.38542  1.52574  0.21
H  0.24650  1.66883  0.21103  0.20
H  -0.89946  1.72520  -1.16477  0.21
H  0.25215  -0.34262  -1.98507  0.19

Calculated values
HOMO-LUMO gap	8.61	eV
molecular weight	82.1	g mol⁻¹
net charge	0
LUMO level	0.911	eV
energy above the lowest of the compared OMol25 structures with the same formula, charge and spin	96.1	kcal per mole

=====

(3)
An isolated molecule of C3H4FN3S in a non-equilibrium geometry, computed with ωB97M-V with the def2-TZVPD basis set.

Last column: natural (NBO) charge in e.
Cartesian coordinates (Å):
F  -0.22667  -1.43518  1.68197  -0.39
C  -0.86076  -0.16011  1.81259  0.04
C  -0.74817  0.42645  0.43056  -0.02
N  -1.38894  1.56123  -0.08474  -0.18
N  -0.62190  1.91188  -1.02166  -0.05
N  0.41001  1.06459  -1.24614  -0.38
C  0.27900  -0.07689  -0.38962  -0.15
S  1.34391  -1.19508  -0.80418  0.12
H  -0.38626  0.47541  2.73776  0.19
H  -1.90301  -0.37520  2.22799  0.19
H  0.61052  0.87901  -2.44280  0.43
H  1.40172  -1.84182  0.55272  0.20

Calculated values
HOMO-LUMO gap	8.93	eV
molecular weight	133.2	g mol⁻¹
net charge	0
LUMO level	0.298	eV
energy above the lowest of the compared OMol25 structures with the same formula, charge and spin	89.1	kcal per mole

=====

Which of these has the highest energy above the lowest of the compared OMol25 structures with the same formula, charge and spin? C6H10